[1]
# C44H73NP3Pt

A structure of composition C44H73NP3Pt (wB97M-V/def2-TZVPD, the Open Molecules 2025 dataset).

The geometry in ORCA input format:
```
! wB97M-V def2-TZVPD RIJCOSX def2/J DEFGRID3
* xyz 1 3
Pt -0.36965 0.07989 0.35181
C 1.30919 -2.11238 3.61895
C 0.22034 -2.99625 3.01090
C 0.77435 -4.29317 2.42815
P -0.78787 -1.95475 1.83751
C -2.00820 -3.12909 1.07515
C -3.32015 -2.42043 0.74180
C -1.42873 -3.74899 -0.19475
C -1.84620 -1.06930 3.05232
C -2.21053 -1.55746 4.30027
C -2.97468 -0.82128 5.20163
C -3.32399 -1.37373 6.55070
C -3.38274 0.46090 4.82737
C -3.10039 0.94777 3.57352
C -2.36007 0.17824 2.65775
N -2.11546 0.62103 1.37558
C -3.06375 1.43951 0.79069
C -4.43557 1.26172 1.03711
C -5.36001 2.12261 0.49014
C -4.95405 3.20998 -0.28628
C -5.95504 4.16619 -0.86377
C -3.59432 3.36096 -0.54072
C -2.64182 2.47382 -0.05983
P -0.84469 2.66526 -0.39196
C -0.91222 3.56306 -2.03482
C 0.46528 3.85462 -2.64326
C -1.76075 2.79658 -3.04551
C -0.56589 4.06763 0.81365
C 0.72673 4.84890 0.60559
C -0.66901 3.51757 2.23639
H 1.86515 -2.66540 4.37698
H 0.88622 -1.22546 4.09209
H 2.01328 -1.77973 2.85771
H -0.46087 -3.29432 3.80787
H 1.44487 -4.12837 1.58896
H -0.01859 -4.96520 2.10490
H 1.34488 -4.81064 3.20095
H -2.20133 -3.90715 1.82227
H -3.13951 -1.56079 0.08966
H -3.83926 -2.07298 1.63482
H -3.98177 -3.10673 0.21248
H -1.25963 -2.96401 -0.93423
H -2.13702 -4.46054 -0.62081
H -0.48807 -4.27028 -0.02636
H -1.90457 -2.54661 4.60653
H -3.16954 -2.45016 6.59019
H -4.36355 -1.16469 6.79957
H -2.70561 -0.91763 7.32538
H -3.93227 1.07464 5.52840
H -3.42415 1.94008 3.29144
H -4.76134 0.42298 1.63766
H -6.41417 1.95892 0.67026
H -6.83788 4.24066 -0.23175
H -6.28265 3.83036 -1.84954
H -5.52768 5.16095 -0.97968
H -3.28368 4.20001 -1.15108
H -1.37746 4.53234 -1.82194
H 0.89423 2.97062 -3.10755
H 1.18731 4.23755 -1.92691
H 0.35367 4.60124 -3.43072
H -1.37688 1.78737 -3.16733
H -1.71329 3.28864 -4.01827
H -2.80580 2.71868 -2.75639
H -1.40665 4.75095 0.64538
H 1.59759 4.20096 0.59276
H 0.85615 5.55726 1.42504
H 0.70920 5.42431 -0.31832
H 0.00144 2.66866 2.39168
H -1.68191 3.18714 2.46258
H -0.40186 4.29212 2.95604
C 3.97999 -4.25718 -0.63361
C 2.50003 -4.42945 -0.94724
C 1.90529 -3.14385 -1.54013
C 2.56233 -1.86658 -0.97658
C 3.04864 -2.13801 0.44349
C 4.17501 -3.18022 0.44469
P 1.45192 -0.39301 -1.06851
C 2.61375 1.05427 -0.95822
C 2.81664 1.47008 0.51121
C 3.99105 2.43438 0.64922
C 5.31986 1.75739 0.28164
C 5.11717 0.62637 -0.73132
C 3.97511 0.95201 -1.68891
C 0.79229 -0.36909 -2.80614
C -0.41332 -1.30712 -2.99773
C -1.14333 -1.06614 -4.33673
C -0.24133 -0.40319 -5.37883
C 1.16657 -0.96888 -5.26187
C 1.81903 -0.51966 -3.94679
H 4.50787 -3.97587 -1.54878
H 4.41487 -5.20133 -0.30482
H 1.97010 -4.70293 -0.03056
H 2.34244 -5.25227 -1.64617
H 0.83376 -3.13011 -1.33839
H 2.02139 -3.16293 -2.62542
H 3.42900 -1.60587 -1.58830
H 2.19185 -2.47364 1.02402
H 3.40869 -1.23214 0.93446
H 4.23494 -3.63891 1.43428
H 5.12748 -2.67081 0.28357
H 2.02990 1.84421 -1.43832
H 3.00411 0.60023 1.14669
H 1.88896 1.90879 0.88658
H 4.03466 2.82069 1.66882
H 3.83105 3.29933 -0.00071
H 5.80651 1.36790 1.17746
H 5.99782 2.50231 -0.13867
H 4.90077 -0.30839 -0.21187
H 6.03765 0.45721 -1.29074
H 3.94423 0.22781 -2.49597
H 4.18677 1.91515 -2.16444
H 0.39230 0.64475 -2.84466
H -1.10432 -1.17647 -2.15594
H -0.07579 -2.34097 -2.96820
H -2.04582 -0.47396 -4.18642
H -1.47737 -2.03001 -4.72561
H -0.20881 0.68053 -5.22669
H -0.64549 -0.56321 -6.37846
H 1.78874 -0.65682 -6.10153
H 1.11215 -2.06075 -5.30201
H 2.30749 0.44399 -4.10775
H 2.60826 -1.22283 -3.67990
*
```

The calculation puts the HOMO-LUMO gap (spin up / spin down) at 6.6 / 6.6 eV. The value obtained for the HOMO energy (spin up / spin down) is -8.2 / -11.0 eV. The LUMO energy (spin up / spin down) comes out at -1.63 / -4.35 eV.



[2]
# CH2O3

The molecule CH2O3 in a non-equilibrium geometry (wB97M-V/def2-TZVPD, the Open Molecules 2025 dataset).

The geometry in ORCA input format:
```
! wB97M-V def2-TZVPD RIJCOSX def2/J DEFGRID3
* xyz 0 1
C -0.06588 -0.12616 0.00214
H 1.64892 0.63093 0.05121
H -1.40708 1.16263 0.14331
O 1.27468 -0.24104 0.00145
O -0.42354 1.14641 -0.02413
O -0.83195 -1.03494 -0.00324
*
```

The calculation puts the HOMO-LUMO gap at 11.7 eV. The value obtained for the HOMO energy is -11.3 eV. The structure (SMILES) is O=C(O)O. The LUMO energy comes out at 0.41 eV. The value obtained for the energy above the lowest of the compared OMol25 structures with the same formula, charge and spin is 0.119 eV.